Run i
The following is a DFT calculation (the ωB97M-V functional and the def2-TZVPD basis) of a gas-phase ion, C2H2NO5P (charge -2).

Bonds (Å) are listed after each position.
CARTESIAN COORDINATES (ANGSTROEM)
1 C -0.008 0.033 -0.574  C2 1.293, H10 1.042, H11 1.193
2 C -1.153 0.501 -0.198  C1 1.293, N3 1.446, P9 1.958
3 N -1.476 1.869 0.142  C2 1.446, O6 1.259, O7 1.250
4 O -2.142 -1.764 -1.010  P9 1.497
5 O -2.477 -1.148 1.452  P9 1.509
6 O -1.511 2.411 1.278  N3 1.259
7 O -1.951 2.601 -0.753  N3 1.250
8 O -3.857 -0.082 -0.400  P9 1.465
9 P -2.628 -0.771 -0.001  C2 1.958, O4 1.497, O5 1.509, O8 1.465
10 H -0.170 -0.951 -0.878  C1 1.042
11 H 1.032 0.609 -0.679  C1 1.193

gap between HOMO and LUMO = 6.493 eV
LUMO = 6.78 eV
charge = -2
SMILES = C=C([N+](=O)[O-])P(=O)([O-])[O-]


Run ii
The following is a DFT calculation (the ωB97M-V functional and the def2-TZVPD basis) of a gas-phase ion, C2H2NO5P (charge -2).

Bonds (Å) are listed after each position.
CARTESIAN COORDINATES (ANGSTROEM)
1 C 0.051 -0.084 -0.559  C2 1.289, H10 1.068, H11 1.183
2 C 1.183 -0.618 -0.251  C1 1.289, N3 1.416, P9 2.066
3 N 1.413 -1.962 0.130  C2 1.416, O6 1.253, O7 1.239
4 O 2.136 1.770 -1.131  P9 1.512
5 O 2.220 1.147 1.443  P9 1.501
6 O 1.885 -2.292 1.243  N3 1.253
7 O 1.355 -2.765 -0.812  N3 1.239
8 O 3.902 0.297 -0.209  P9 1.462
9 P 2.580 0.882 0.010  C2 2.066, O4 1.512, O5 1.501, O8 1.462
10 H 0.060 0.980 -0.651  C1 1.068
11 H -0.906 -0.766 -0.702  C1 1.183

gap between HOMO and LUMO = 6.620 eV
LUMO = 6.77 eV
charge = -2
SMILES = C=C([N+](=O)[O-])P(=O)([O-])[O-]


Each structure's energy above the most stable one, in kcal/mol: run i 1.9; run ii 0.0.


Run i
The following is a DFT calculation (the ωB97M-V functional and the def2-TZVPD basis) of 13 unconnected molecules or ions with the total composition H25O13.

Bonds (Å) are listed after each position.
CARTESIAN COORDINATES (ANGSTROEM)
1 O 3.971 0.209 1.912  H20 0.973, H35 0.973
2 H -0.359 2.056 2.876  O21 0.966
3 H -2.347 -0.737 -2.719  O7 0.957
4 O -1.789 0.908 -1.263  H5 0.961, H26 1.039
5 H -1.262 1.385 -1.910  O4 0.961
6 H -0.605 0.569 2.903  O21 0.964
7 O -3.243 -0.983 -2.949  H3 0.957, H8 0.925
8 H -3.685 -1.546 -2.364  O7 0.925
9 O 2.397 -1.333 0.004  H10 0.956, H11 0.994
10 H 2.908 -1.764 -0.679  O9 0.956
11 H 1.592 -0.863 -0.342  O9 0.994
12 O -3.058 -0.678 0.417  H14 0.950, H22 0.942
13 H -0.628 -0.939 0.512  O24 0.954
14 H -3.176 -0.393 1.316  O12 0.950
15 O 2.714 0.844 -3.000  H16 0.956, H17 0.954
16 H 2.722 1.691 -2.558  O15 0.956
17 H 2.544 0.125 -2.397  O15 0.954
18 O -1.855 2.982 0.908  H19 0.942, H25 0.953
19 H -2.573 2.372 0.900  O18 0.942
20 H 3.956 0.711 1.079  O1 0.973
21 O -0.765 1.368 3.419  H2 0.966, H6 0.964
22 H -3.614 -0.059 -0.024  O12 0.942
23 H 1.015 0.836 -0.214  O33 0.961
24 O -0.100 -0.667 -0.234  H13 0.954
25 H -1.359 2.994 0.095  O18 0.953
26 H -1.091 0.285 -0.810  O4 1.039
27 O 1.924 1.110 3.558  H28 0.959, H29 0.964
28 H 1.075 0.669 3.489  O27 0.959
29 H 2.594 0.815 2.932  O27 0.964
30 O -0.925 -3.295 0.531  H31 0.980, H32 0.952
31 H -0.422 -2.498 0.262  O30 0.980
32 H -0.223 -3.668 1.056  O30 0.952
33 O 1.544 1.597 -0.468  H23 0.961, H34 0.969
34 H 1.351 2.097 0.339  O33 0.969
35 H 3.212 -0.335 1.639  O1 0.973
36 O -0.994 -2.190 -2.772  H37 0.958, H38 0.938
37 H -0.862 -1.820 -1.898  O36 0.958
38 H -0.585 -1.855 -3.547  O36 0.938

gap between HOMO and LUMO = 9.393 eV
LUMO = 2.76 eV
charge = -1


Run ii
The following is a DFT calculation (the ωB97M-V functional and the def2-TZVPD basis) of 13 unconnected molecules or ions with the total composition H25O13.

Bonds (Å) are listed after each position.
CARTESIAN COORDINATES (ANGSTROEM)
1 O -2.387 0.466 2.782  H2 0.978, H25 1.007
2 H -2.817 0.143 1.966  O1 0.978
3 H -0.182 -0.951 4.118  O12 1.014
4 O 1.835 -3.250 -1.263  H5 1.065, H6 0.961
5 H 2.894 -3.296 -1.356  O4 1.065
6 H 1.634 -2.682 -0.514  O4 0.961
7 O -3.745 0.215 0.444  H8 0.936, H20 0.973
8 H -4.520 0.480 -0.008  O7 0.936
9 O 2.640 -0.557 -2.369  H10 0.954, H11 1.009
10 H 2.176 0.069 -1.818  O9 0.954
11 H 1.847 -1.178 -2.313  O9 1.009
12 O 0.147 0.007 4.053  H3 1.014, H14 0.973
13 H -0.770 -1.454 -3.084  O24 0.914
14 H -0.695 0.379 3.739  O12 0.973
15 O -1.048 1.663 0.535  H16 1.075, H17 0.969
16 H -0.815 1.441 -0.491  O15 1.075
17 H -0.443 2.297 0.949  O15 0.969
18 O 0.320 -1.850 0.868  H19 1.052, H26 0.921
19 H 1.294 -1.760 0.483  O18 1.052
20 H -3.125 0.802 -0.021  O7 0.973
21 O -1.087 0.545 -1.438  H22 1.004
22 H -1.227 -0.128 -0.707  O21 1.004
23 H -0.025 -0.501 -2.125  O24 1.066
24 O 0.049 -1.408 -2.680  H13 0.914, H23 1.066
25 H -1.911 1.142 2.208  O1 1.007
26 H 0.562 -1.698 1.744  O18 0.921
27 O 2.549 1.971 1.518  H28 0.973, H29 0.967
28 H 2.212 1.327 0.871  O27 0.973
29 H 2.901 1.520 2.299  O27 0.967
30 O -2.796 2.234 -2.441  H31 0.950, H32 0.973
31 H -3.087 2.665 -1.646  O30 0.950
32 H -2.352 1.416 -2.157  O30 0.973
33 O 2.550 -1.800 1.900  H34 0.920, H35 0.994
34 H 3.173 -1.702 1.231  O33 0.920
35 H 2.845 -1.903 2.844  O33 0.994
36 O 0.937 1.795 -2.044  H37 1.040, H38 0.943
37 H 0.223 1.046 -1.940  O36 1.040
38 H 0.851 1.990 -2.962  O36 0.943

gap between HOMO and LUMO = 8.804 eV
LUMO = 2.28 eV
charge = -1


Each structure's energy above the most stable one, in kcal/mol: run i 0.0; run ii 40.9.


Run i
The following is a DFT calculation (the ωB97M-V functional and the def2-TZVPD basis) of 13 unconnected molecules or ions with the total composition H25O13.

Bonds (Å) are listed after each position.
CARTESIAN COORDINATES (ANGSTROEM)
1 O -3.002 2.361 0.389  H2 0.979, H25 0.953
2 H -2.023 2.316 0.387  O1 0.979
3 H -0.147 -1.173 3.398  O12 0.977
4 O 1.395 -2.506 0.759  H5 0.991, H6 0.944
5 H 0.759 -2.963 1.368  O4 0.991
6 H 1.276 -1.589 0.571  O4 0.944
7 O -0.117 0.072 0.994  H20 0.918, H29 1.126
8 H 1.357 0.051 0.008  O21 0.971
9 O 3.988 -0.660 1.157  H10 0.954, H11 0.963
10 H 3.071 -0.843 1.347  O9 0.954
11 H 4.318 -1.439 0.698  O9 0.963
12 O -1.111 -1.320 3.453  H3 0.977, H14 0.958
13 H -0.624 -0.942 -1.944  O24 0.970
14 H -1.393 -2.145 3.054  O12 0.958
15 O -1.490 2.221 -3.241  H16 0.974, H17 0.990
16 H -1.938 2.231 -2.376  O15 0.974
17 H -1.035 1.412 -2.899  O15 0.990
18 O -3.392 -0.346 1.609  H19 0.964, H26 0.940
19 H -4.222 -0.440 1.128  O18 0.964
20 H -0.614 -0.388 1.613  O7 0.918
21 O 1.858 0.422 -0.737  H8 0.971, H22 0.991
22 H 1.517 1.344 -0.863  O21 0.991
23 H -0.864 -0.154 -0.829  O24 0.955
24 O -1.380 -0.462 -1.571  H13 0.970, H23 0.955
25 H -3.393 1.979 -0.392  O1 0.953
26 H -3.361 0.350 2.240  O18 0.940
27 O -0.475 1.780 -0.750  H28 0.940
28 H -0.322 2.689 -0.932  O27 0.940
29 H -0.382 0.908 0.287  O7 1.126
30 O 2.978 0.099 -3.312  H31 0.944, H32 0.961
31 H 2.239 0.293 -2.759  O30 0.944
32 H 3.432 -0.266 -2.547  O30 0.961
33 O -2.821 -3.673 1.246  H34 0.953, H35 0.973
34 H -3.426 -3.227 0.659  O33 0.953
35 H -1.976 -3.495 0.796  O33 0.973
36 O 3.692 2.231 -0.231  H37 0.959, H38 0.971
37 H 2.966 1.967 0.338  O36 0.959
38 H 4.052 1.446 -0.675  O36 0.971

gap between HOMO and LUMO = 8.609 eV
LUMO = 2.39 eV
charge = -1


Run ii
The following is a DFT calculation (the ωB97M-V functional and the def2-TZVPD basis) of 13 unconnected molecules or ions with the total composition H25O13.

Bonds (Å) are listed after each position.
CARTESIAN COORDINATES (ANGSTROEM)
1 O -0.726 0.425 -1.114  H20 0.958
2 H 0.499 -1.277 0.162  O21 0.982
3 H -0.245 -0.137 1.446  O7 0.940
4 O -2.390 3.457 -0.716  H5 0.945, H26 1.050
5 H -2.199 2.566 -0.465  O4 0.945
6 H 0.352 -1.309 1.591  O21 0.965
7 O 0.078 0.744 1.397  H3 0.940, H8 0.963
8 H -0.463 1.168 0.722  O7 0.963
9 O -1.797 -3.850 -0.901  H10 0.945, H11 0.905
10 H -1.944 -3.241 -1.608  O9 0.945
11 H -1.217 -3.527 -0.285  O9 0.905
12 O 2.240 -2.066 3.469  H14 0.994, H22 0.987
13 H -1.105 -3.479 2.713  O24 0.984
14 H 2.674 -2.155 2.579  O12 0.994
15 O -2.433 -0.573 0.591  H16 1.066, H17 0.965
16 H -2.006 0.005 -0.196  O15 1.066
17 H -2.593 -1.258 -0.070  O15 0.965
18 O 3.191 1.268 2.022  H19 0.961, H25 0.938
19 H 3.206 1.794 2.826  O18 0.961
20 H -1.216 1.010 -1.693  O1 0.958
21 O 0.847 -1.795 0.920  H2 0.982, H6 0.965
22 H 2.103 -1.088 3.464  O12 0.987
23 H -0.421 -2.755 1.588  O24 0.964
24 O -1.158 -3.358 1.738  H13 0.984, H23 0.964
25 H 2.338 0.997 1.744  O18 0.938
26 H -1.743 4.283 -0.729  O4 1.050
27 O 0.299 3.950 -0.368  H28 0.918, H29 0.997
28 H -0.109 3.197 -0.700  O27 0.918
29 H 1.133 4.057 -0.903  O27 0.997
30 O -2.197 -1.635 -2.291  H31 1.000, H32 0.984
31 H -2.979 -1.192 -1.854  O30 1.000
32 H -1.633 -1.444 -1.507  O30 0.984
33 O 1.278 1.896 -1.322  H34 0.937, H35 1.139
34 H 1.274 1.671 -2.233  O33 0.937
35 H 0.486 1.272 -0.793  O33 1.139
36 O 3.018 0.518 -3.333  H37 0.923, H38 0.984
37 H 2.127 0.681 -3.158  O36 0.923
38 H 3.431 1.180 -2.733  O36 0.984

gap between HOMO and LUMO = 9.622 eV
LUMO = 2.83 eV
charge = -1


Each structure's energy above the most stable one, in kcal/mol: run i 0.0; run ii 29.4.


Run i
The following is a DFT calculation (the ωB97M-V functional and the def2-TZVPD basis) of a single C6H8 molecule.

Bonds (Å) are listed after each position.
CARTESIAN COORDINATES (ANGSTROEM)
1 C 1.085 -0.007 1.182  C2 1.540, H7 1.095, H8 1.094, H12 1.096
2 C 0.043 -0.647 0.246  C1 1.540, C3 1.544, C6 1.495, H9 1.098
3 C -1.288 0.127 0.354  C2 1.544, C4 1.501, H10 1.095, H11 1.104
4 C -1.324 1.172 -0.722  C3 1.501, C5 1.460
5 C -0.325 0.681 -1.666  C4 1.460, C6 1.353, H13 1.087
6 C 0.407 -0.344 -1.172  C2 1.495, C5 1.353, H14 1.090
7 H 2.105 -0.331 0.949  C1 1.095
8 H 0.875 -0.250 2.228  C1 1.094
9 H -0.021 -1.726 0.444  C2 1.098
10 H -1.519 0.500 1.358  C3 1.095
11 H -2.136 -0.521 0.068  C3 1.104
12 H 1.043 1.082 1.066  C1 1.096
13 H -0.156 1.130 -2.642  C5 1.087
14 H 1.211 -0.865 -1.693  C6 1.090

gap between HOMO and LUMO = 7.753 eV
LUMO = -0.36 eV


Run ii
The following is a DFT calculation (the ωB97M-V functional and the def2-TZVPD basis) of 2 unconnected molecules or ions with the total composition C6H8.

Bonds (Å) are listed after each position.
CARTESIAN COORDINATES (ANGSTROEM)
1 C 0.686 0.152 0.204  C2 1.434, C5 1.505, C6 1.280
2 C 1.027 -1.241 0.164  C1 1.434, H7 1.085, H8 1.147, H10 1.215
3 C -3.022 -0.592 0.302  C4 1.216, H9 1.011
4 C -2.421 -0.100 -0.634  C3 1.216, H11 1.075
5 C 1.128 1.545 -0.153  C1 1.505, C6 1.496, H12 1.052, H13 1.108
6 C -0.124 1.089 0.526  C1 1.280, C5 1.496, H14 1.159
7 H 1.040 -1.720 1.138  C2 1.085
8 H 2.097 -1.280 -0.246  C2 1.147
9 H -3.584 -0.852 1.101  C3 1.011
10 H 0.186 -1.747 -0.551  C2 1.215
11 H -1.923 0.372 -1.461  C4 1.075
12 H 1.935 1.951 0.386  C5 1.052
13 H 0.904 1.824 -1.202  C5 1.108
14 H -0.972 1.611 1.119  C6 1.159

gap between HOMO and LUMO = 9.957 eV
LUMO = 1.11 eV
SMILES = CC1=CC1.C#C


Each structure's energy above the most stable one, in kcal/mol: run i 0.0; run ii 47.9.


Run i
The following is a DFT calculation (the ωB97M-V functional and the def2-TZVPD basis) of a gas-phase ion, C4H11NO (charge +1).

Bonds (Å) are listed after each position.
CARTESIAN COORDINATES (ANGSTROEM)
1 C 1.390 -0.999 1.335  N2 1.549, H7 1.079, H8 1.091, H9 1.095
2 N 0.709 -0.271 0.150  C1 1.549, C3 1.449, C4 1.455
3 C 1.723 0.590 -0.428  N2 1.449, H10 1.113, H11 1.085, H12 1.100
4 C -0.522 0.356 0.606  N2 1.455, C5 1.543, H13 1.108, H14 1.093
5 C -1.739 -0.186 -0.173  C4 1.543, O6 1.435, H15 1.091, H16 1.114
6 O -1.732 0.471 -1.449  C5 1.435, H17 0.959
7 H 2.424 -1.060 1.032  C1 1.079
8 H 1.292 -0.419 2.254  C1 1.091
9 H 0.867 -1.958 1.399  C1 1.095
10 H 2.416 0.938 0.369  C3 1.113
11 H 1.286 1.389 -1.019  C3 1.085
12 H 2.342 -0.007 -1.114  C3 1.100
13 H -0.400 1.443 0.429  C4 1.108
14 H -0.640 0.276 1.689  C4 1.093
15 H -2.643 0.193 0.307  C5 1.091
16 H -1.591 -1.250 -0.466  C5 1.114
17 H -1.283 0.055 -2.187  O6 0.959

gap between HOMO and LUMO (spin up / spin down) = 11.937 / 6.755 eV
LUMO (spin up / spin down) = -2.87 / -8.02 eV
spin multiplicity = 2
charge = +1


Run ii
The following is a DFT calculation (the ωB97M-V functional and the def2-TZVPD basis) of 2 unconnected molecules or ions with the total composition C4H11NO.

Bonds (Å) are listed after each position.
CARTESIAN COORDINATES (ANGSTROEM)
1 C -1.739 -1.510 -1.048  C2 1.481, H6 1.096, H7 1.116, H8 1.099
2 C -1.020 -0.275 -0.657  C1 1.481, C3 1.353, C5 1.537
3 C -1.652 0.894 -0.400  C2 1.353, N4 1.386, H9 1.100
4 N -2.959 1.179 -0.039  C3 1.386, H10 1.011, H11 1.001
5 C 0.500 -0.127 -0.828  C2 1.537, H12 1.087, H13 1.094, H14 1.111
6 H -2.806 -1.350 -1.240  C1 1.096
7 H -1.494 -2.059 -1.989  C1 1.116
8 H -1.797 -2.160 -0.164  C1 1.099
9 H -1.059 1.814 -0.288  C3 1.100
10 H -3.125 2.147 0.203  N4 1.011
11 H -3.700 0.505 -0.063  N4 1.001
12 H 0.682 -0.834 -1.634  C5 1.087
13 H 0.635 0.913 -1.141  C5 1.094
14 H 0.898 -0.382 0.177  C5 1.111
15 H 4.745 0.228 2.546  O17 0.971
16 H 5.895 0.236 1.607  O17 0.968
17 O 5.650 -0.119 2.474  H15 0.971, H16 0.968

gap between HOMO and LUMO (spin up / spin down) = 9.936 / 6.266 eV
LUMO (spin up / spin down) = -3.54 / -7.21 eV
spin multiplicity = 2
charge = +1


Run iii
The following is a DFT calculation (the ωB97M-V functional and the def2-TZVPD basis) of 2 unconnected molecules or ions with the total composition C4H11NO.

Bonds (Å) are listed after each position.
CARTESIAN COORDINATES (ANGSTROEM)
1 C 1.541 -1.766 -0.926  C2 1.388, N3 1.341, H4 1.081
2 C 2.875 -2.112 -0.759  C1 1.388, H5 1.078, H6 1.080
3 N 1.097 -0.565 -1.323  C1 1.341, H7 1.016, H8 1.012
4 H 0.812 -2.565 -0.920  C1 1.081
5 H 3.010 -3.106 -0.364  C2 1.078
6 H 3.665 -1.387 -0.876  C2 1.080
7 H 1.788 0.166 -1.466  N3 1.016
8 H 0.388 -0.699 -2.033  N3 1.012
9 H -1.618 2.104 -0.788  O11 0.948
10 C -1.083 1.615 0.977  O11 1.422, C12 1.525, H13 1.096, H14 1.089
11 O -0.840 1.706 -0.422  H9 0.948, C10 1.422
12 C -2.333 0.841 1.384  C10 1.525, H15 1.094, H16 1.093, H17 1.088
13 H -1.171 2.625 1.392  C10 1.096
14 H -0.222 1.178 1.480  C10 1.089
15 H -2.576 1.150 2.405  C12 1.094
16 H -2.159 -0.230 1.513  C12 1.093
17 H -3.174 1.048 0.724  C12 1.088

gap between HOMO and LUMO (spin up / spin down) = 9.293 / 5.539 eV
LUMO (spin up / spin down) = -4.16 / -7.90 eV
spin multiplicity = 2
charge = +1


Each structure's energy above the most stable one, in kcal/mol: run i 28.4; run ii 0.0; run iii 15.8.